Molecular formula: CH2FPSi
Method: DFT, wB97M-V/def2-TZVPD

Element x y z (Å)
C -0.909 -1.345 -3.542
F 0.117 -2.044 -3.149
Si 0.494 -0.954 -0.647
P -2.159 -0.628 -4.068
H -0.960 -0.501 -0.523
H 1.376 0.317 -1.139

Properties
F_max: 0.029 hartree/bohr
multiplicity: 1
net charge: 0
LUMO level: -0.85 eV
molecular weight: 92.08 g/mol
frontier orbital gap: 7.40 eV
E_HOMO: -8.246 eV
energy relative to the best compared isomer or geometry (same formula, charge and spin): 71.1 kcal per mole

Atomic charges from the Löwdin analysis, expressed in e, are listed below: number 1, C, carries -0.800; number 2, F, carries -0.081; number 3, Si, carries 0.540; number 4, P, carries 0.797; number 5, H, carries -0.246; number 6, H, carries -0.209